{"formula": "C2H7NOP2", "method": "ωB97M-V with the def2-TZVPD basis set", "fmax_ev_per_a": 2.756, "homo_lumo_gap_ev": [6.96, 7.97], "spin_multiplicity": 1, "e_tot_ev": -24299.7547, "species": ["C", "C", "N", "O", "P", "P", "H", "H", "H", "H", "H", "H", "H"], "positions_angstrom": [[-0.2151, -0.8968, -0.3481], [-2.2774, -1.3272, 0.8710], [-0.9746, -0.6868, 0.6841], [-0.2239, -1.5169, -1.3562], [2.0293, 2.2655, -1.4257], [2.2074, 0.8063, 0.1161], [-2.5050, -1.9142, -0.0167], [-2.2547, -1.9817, 1.7421], [-3.0469, -0.5668, 1.0089], [-0.6551, -0.0740, 1.4183], [1.6609, 3.3016, -0.5663], [3.3675, 2.6717, -1.4063], [2.8875, -0.0807, -0.7213]], "nbo_charge": [0.7066, -0.4268, -0.6460, -0.5337, -0.0028, -0.0980, 0.2262, 0.2054, 0.2069, 0.4226, -0.0200, -0.0078, -0.0327]}